Entry 1:
{"formula": "C5H10O", "method": "the ωB97M-V functional and the def2-TZVPD basis", "gap_ev": 11.25, "lumo_ev": 1.1, "species": ["C", "C", "C", "C", "C", "O", "H", "H", "H", "H", "H", "H", "H", "H", "H", "H"], "positions_angstrom": [[-0.55, 1.40, -0.89], [-0.48, 0.00, 0.01], [-1.40, -1.03, -0.50], [0.93, -0.49, -0.05], [1.92, -0.08, 0.93], [1.33, -1.37, 0.99], [0.08, 2.16, -0.44], [-1.56, 1.81, -0.96], [-0.19, 1.22, -1.90], [-0.72, 0.31, 1.03], [-2.33, -0.38, -0.51], [-1.65, -1.83, 0.19], [-1.26, -1.43, -1.48], [1.28, -0.80, -1.04], [2.98, -0.06, 0.67], [1.63, 0.60, 1.73]]}

---

Entry 2:
{"formula": "C5H6LiO4Tb", "method": "the ωB97M-V functional and the def2-TZVPD basis", "spin_multiplicity": 8, "gap_ev": [7.97, 7.98], "total_charge": 3, "lumo_ev": [-13.2, -13.2], "species": ["O", "C", "O", "O", "C", "C", "Li", "H", "H", "H", "Tb", "C", "C", "O", "H", "H", "H"], "positions_angstrom": [[-2.42, -1.79, -1.80], [-1.40, -1.67, -1.14], [-1.10, -2.16, -0.04], [-0.50, -0.71, -1.68], [0.64, -0.44, -1.06], [1.19, 0.83, -0.97], [-4.06, -2.59, -1.69], [1.04, -1.25, -0.44], [0.90, 1.53, -1.76], [2.27, 0.77, -0.78], [-1.28, -2.17, 2.30], [0.55, 1.84, 0.81], [1.10, 1.32, 2.06], [0.57, 0.39, 2.67], [-0.53, 1.71, 0.72], [2.17, 1.52, 2.23], [0.86, 2.86, 0.58]]}

---

Entry 3:
{"formula": "C3H8NO", "method": "the ωB97M-V functional and the def2-TZVPD basis", "spin_multiplicity": 3, "gap_ev": [8.25, 5.69], "total_charge": 1, "lumo_ev": [-3.3, -9.9], "species": ["C", "C", "C", "N", "O", "H", "H", "H", "H", "H", "H", "H", "H"], "positions_angstrom": [[-0.09, -0.42, 0.15], [1.06, 0.56, -0.34], [-1.39, -0.17, -0.26], [0.08, -1.25, 1.19], [0.49, 1.77, -0.72], [1.62, 0.67, 0.64], [1.81, 0.29, -0.99], [-1.27, -0.02, -1.40], [-2.09, 0.54, 0.28], [-1.85, -1.21, -0.29], [-0.56, -1.99, 1.27], [1.12, -1.30, 1.47], [1.07, 2.51, -1.00]]}

---

Entry 4:
{"formula": "C25H28AsBCl2F6N8O4RbS2", "method": "the ωB97M-V functional and the def2-TZVPD basis", "spin_multiplicity": 2, "gap_ev": [6.53, 6.36], "total_charge": -2, "lumo_ev": [3.8, 3.6], "species": ["Rb", "B", "N", "C", "C", "C", "N", "N", "C", "C", "C", "N", "H", "H", "H", "H", "H", "H", "H", "H", "C", "C", "C", "C", "C", "C", "C", "S", "O", "O", "N", "C", "C", "O", "O", "H", "H", "H", "H", "H", "H", "H", "H", "H", "C", "N", "C", "C", "N", "C", "S", "C", "C", "C", "C", "C", "N", "H", "H", "H", "H", "H", "H", "H", "H", "H", "F", "As", "F", "F", "F", "F", "F", "Cl", "C", "Cl", "H", "H"], "positions_angstrom": [[0.75, -1.61, -0.65], [1.15, 3.56, 0.36], [-0.38, 3.24, 0.39], [-1.21, 3.37, 1.44], [-2.47, 2.95, 1.06], [-2.29, 2.58, -0.29], [-1.04, 2.75, -0.68], [1.99, 2.58, 1.25], [2.63, 2.91, 2.39], [3.32, 1.81, 2.86], [3.02, 0.82, 1.91], [2.21, 1.28, 0.96], [1.33, 4.66, 0.87], [1.51, 3.52, -0.79], [-0.85, 3.75, 2.38], [-3.37, 2.91, 1.65], [-3.02, 2.18, -0.99], [2.57, 3.92, 2.77], [3.93, 1.73, 3.74], [3.33, -0.22, 1.89], [-5.69, -4.19, 5.21], [-4.52, -3.67, 4.42], [-4.33, -2.31, 4.22], [-3.27, -1.84, 3.47], [-2.38, -2.74, 2.90], [-2.55, -4.11, 3.08], [-3.61, -4.56, 3.84], [-1.05, -2.12, 1.93], [-0.37, -3.26, 1.34], [-0.25, -1.28, 2.78], [-1.64, -1.23, 0.74], [-2.79, -1.59, 0.08], [-2.52, -3.25, -0.65], [-3.16, -4.08, -0.04], [-1.75, -3.16, -1.59], [-6.19, -3.38, 5.75], [-5.38, -4.94, 5.93], [-6.43, -4.65, 4.55], [-5.03, -1.60, 4.66], [-3.11, -0.77, 3.32], [-1.86, -4.79, 2.59], [-3.75, -5.63, 3.98], [-2.96, -0.95, -0.79], [-3.68, -1.76, 0.68], [-2.69, 3.04, -3.88], [-1.27, 3.25, -3.90], [-0.63, 4.47, -3.84], [0.69, 4.23, -3.76], [0.85, 2.85, -3.75], [-0.37, 2.22, -3.86], [-0.73, 0.60, -4.01], [2.10, 2.26, -3.37], [3.30, 2.79, -3.82], [4.46, 2.32, -3.24], [4.39, 1.38, -2.23], [3.14, 0.90, -1.89], [2.02, 1.32, -2.46], [-3.18, 3.96, -4.22], [-3.03, 2.80, -2.87], [-2.94, 2.21, -4.54], [-1.17, 5.40, -3.84], [1.51, 4.90, -3.63], [3.32, 3.54, -4.61], [5.42, 2.72, -3.56], [5.27, 1.02, -1.71], [2.97, 0.24, -1.06], [1.84, -1.72, -2.88], [3.32, -2.63, -3.11], [3.89, -2.03, -1.57], [4.04, -1.29, -3.91], [4.76, -3.56, -3.29], [2.70, -3.24, -4.60], [2.56, -3.95, -2.25], [3.21, -2.96, 3.71], [3.86, -3.39, 2.11], [2.65, -3.48, 0.85], [4.32, -4.37, 2.20], [4.58, -2.64, 1.84]]}

---

Entry 5:
{"formula": "C20H19Cl4N3O5STa", "method": "the ωB97M-V functional and the def2-TZVPD basis", "gap_ev": 6.95, "total_charge": 1, "lumo_ev": -4.8, "species": ["Ta", "C", "C", "C", "C", "C", "C", "C", "C", "C", "S", "C", "N", "H", "H", "H", "H", "H", "H", "H", "H", "Cl", "C", "Cl", "Cl", "C", "O", "O", "Cl", "C", "C", "C", "C", "C", "C", "O", "N", "C", "O", "N", "C", "O", "H", "H", "H", "H", "H", "H", "H", "H", "H", "H", "H"], "positions_angstrom": [[0.88, -0.36, 1.63], [-0.98, 2.58, 2.95], [-1.86, 1.50, 2.41], [-3.22, 1.85, 2.30], [-4.15, 0.93, 1.95], [-3.75, -0.40, 1.71], [-4.69, -1.41, 1.44], [-4.29, -2.69, 1.22], [-2.92, -2.99, 1.25], [-1.99, -2.01, 1.50], [-0.31, -2.44, 1.50], [-2.37, -0.69, 1.75], [-1.42, 0.27, 2.07], [-1.59, 3.31, 3.48], [-0.47, 3.09, 2.14], [-0.23, 2.19, 3.63], [-3.50, 2.87, 2.52], [-5.20, 1.19, 1.87], [-5.75, -1.14, 1.41], [-5.01, -3.48, 1.03], [-2.58, -4.01, 1.08], [4.04, 3.01, 3.09], [3.30, 2.97, 1.48], [2.26, 4.37, 1.24], [4.52, 2.89, 0.23], [2.46, 1.68, 1.48], [2.92, 0.60, 1.05], [1.28, 1.70, 1.98], [1.85, -0.81, 3.59], [-0.71, -2.10, -2.54], [0.78, -2.16, -2.86], [1.59, -0.91, -2.40], [3.08, -1.10, -2.74], [3.96, 0.06, -2.28], [1.05, 0.30, -3.15], [1.17, 0.42, -4.34], [0.37, 1.28, -2.42], [0.11, 1.28, -1.07], [-0.49, 2.16, -0.51], [0.58, 0.15, -0.38], [1.39, -0.77, -0.94], [1.89, -1.56, -0.08], [-1.21, -2.98, -2.94], [-1.19, -1.22, -2.99], [-0.90, -2.08, -1.46], [0.93, -2.24, -3.93], [1.23, -3.03, -2.38], [3.13, -1.21, -3.82], [3.40, -2.03, -2.28], [3.65, 1.01, -2.74], [4.99, -0.12, -2.57], [3.94, 0.18, -1.20], [0.03, 2.08, -2.94]]}

---

In the order shown, the computed energy above the lowest of the compared OMol25 structures with the same formula, charge and spin values come out to 169.8 46.4 80.8 200.7 35.7 kJ/mol.